1.
{"formula": "C2H6NO2", "method": "ωB97M-V with the def2-TZVPD basis set", "elements": ["C", "O", "H", "H", "H", "C", "N", "O", "H", "H", "H"], "coordinates": [[1.144, 1.150, -1.180], [1.175, -0.278, -1.308], [0.665, 1.373, -0.233], [2.134, 1.664, -1.189], [0.680, 1.500, -2.100], [-1.582, -0.922, 1.498], [-0.589, -0.925, 0.599], [-1.871, -1.712, 2.406], [-2.321, -0.097, 1.307], [0.304, -0.520, -0.879], [0.260, -1.233, 1.079]], "total_charge": -1, "multiplicity": 1, "e_above_lowest_kj_mol": 166.0}

2.
{"formula": "C4H8O3", "method": "ωB97M-V with the def2-TZVPD basis set", "elements": ["C", "C", "O", "C", "O", "H", "H", "H", "H", "H", "H", "C", "O", "H", "H"], "coordinates": [[1.288, -1.830, 0.379], [0.598, -0.493, 0.612], [1.244, 0.243, 1.616], [0.558, 0.312, -0.669], [0.887, 1.481, -0.697], [0.734, -2.428, -0.355], [1.329, -2.387, 1.318], [2.312, -1.681, 0.021], [-0.453, -0.677, 0.883], [1.372, 1.134, 1.247], [0.239, -0.218, -1.585], [-2.253, 1.546, -0.953], [-2.080, 0.396, -0.627], [-1.403, 2.234, -1.117], [-3.271, 1.945, -1.100]], "smiles": "C[C@@H](O)C=O.C=O", "multiplicity": 1, "e_above_lowest_kj_mol": 205.3}

3.
{"formula": "C4H8O3", "method": "ωB97M-V with the def2-TZVPD basis set", "elements": ["C", "O", "C", "O", "C", "C", "O", "H", "H", "H", "H", "H", "H", "H", "H"], "coordinates": [[2.494, -0.055, 0.492], [1.133, 0.353, 0.665], [0.226, -0.475, 0.150], [0.490, -1.515, -0.414], [-1.201, 0.016, 0.327], [-1.595, 0.948, -0.821], [-2.050, -1.102, 0.390], [2.640, -1.067, 0.876], [3.092, 0.662, 1.053], [2.757, -0.035, -0.568], [-1.266, 0.555, 1.278], [-0.949, 1.832, -0.872], [-2.628, 1.273, -0.670], [-1.541, 0.411, -1.775], [-1.602, -1.801, -0.112]], "smiles": "COC(=O)[C@@H](C)O", "multiplicity": 1, "e_above_lowest_kj_mol": 71.9}

4.
{"formula": "C2H3BrCl3N", "method": "ωB97M-V with the def2-TZVPD basis set", "elements": ["N", "C", "Cl", "C", "Cl", "Cl", "Br", "H", "H", "H"], "coordinates": [[-0.997, 1.073, -0.252], [-0.127, 0.236, 0.481], [1.400, 1.240, 0.917], [0.515, -0.982, -0.294], [1.005, -0.529, -1.894], [-0.880, -2.150, -0.511], [2.004, -1.837, 0.674], [-1.703, 1.385, 0.323], [-0.560, 1.825, -0.722], [-0.657, -0.262, 1.277]], "smiles": "N[C@H](Cl)C(Cl)(Cl)Br", "multiplicity": 1, "e_above_lowest_kj_mol": 0.0}

5.
{"formula": "C18H18Cl2N4OS", "method": "ωB97M-V with the def2-TZVPD basis set", "elements": ["O", "C", "N", "C", "S", "N", "N", "C", "C", "C", "C", "C", "C", "C", "C", "C", "N", "C", "C", "C", "C", "C", "Cl", "C", "C", "Cl", "H", "H", "H", "H", "H", "H", "H", "H", "H", "H", "H", "H", "H", "H", "H", "H", "H", "H"], "coordinates": [[-0.100, 2.267, 1.203], [0.891, 2.672, 0.618], [1.562, 1.942, -0.314], [1.230, 0.689, -0.825], [2.174, 0.072, -2.020], [0.164, 0.080, -0.301], [-0.249, -1.149, -0.799], [-1.387, -1.043, -1.698], [-2.699, -0.742, -0.970], [-2.939, -1.809, 0.094], [-1.741, -1.867, 1.040], [-0.444, -2.136, 0.259], [-0.340, -3.515, -0.357], [-1.047, -4.620, 0.097], [-0.860, -5.847, -0.521], [0.036, -5.927, -1.573], [0.727, -4.886, -2.007], [0.547, -3.722, -1.416], [1.487, 4.000, 0.943], [1.422, 4.390, 2.282], [1.936, 5.594, 2.714], [2.517, 6.448, 1.787], [3.168, 7.956, 2.295], [2.568, 6.105, 0.445], [2.057, 4.886, 0.026], [2.100, 4.552, -1.673], [2.379, 2.344, -0.762], [-0.383, 0.591, 0.398], [-1.463, -2.000, -2.221], [-1.155, -0.271, -2.434], [-3.519, -0.727, -1.689], [-2.648, 0.244, -0.501], [-3.072, -2.778, -0.392], [-3.848, -1.585, 0.657], [-1.885, -2.625, 1.809], [-1.644, -0.906, 1.554], [0.410, -2.028, 0.944], [-1.737, -4.544, 0.925], [-1.401, -6.719, -0.187], [0.216, -6.860, -2.090], [1.134, -2.900, -1.802], [0.952, 3.715, 2.980], [1.886, 5.874, 3.754], [3.000, 6.783, -0.274]], "smiles": "O=C(NC(=S)NN1CCCC[C@H]1c1cccnc1)c1ccc(Cl)cc1Cl", "multiplicity": 1}

6.
{"formula": "C37H31N2O3P2PtS", "method": "ωB97M-V with the def2-TZVPD basis set", "elements": ["Pt", "O", "S", "C", "C", "C", "C", "C", "C", "P", "C", "C", "C", "C", "C", "C", "C", "C", "C", "C", "C", "C", "C", "C", "C", "C", "C", "C", "P", "C", "C", "C", "C", "C", "C", "C", "C", "C", "C", "C", "C", "H", "H", "H", "H", "H", "H", "H", "H", "H", "H", "H", "H", "H", "H", "H", "H", "H", "H", "H", "H", "H", "H", "H", "H", "H", "H", "H", "H", "N", "N", "C", "O", "O", "H", "H", "H"], "coordinates": [[-0.133, -1.361, 0.467], [0.381, 3.978, 0.843], [0.244, 2.620, 0.269], [1.450, 2.475, -1.050], [1.903, 3.623, -1.680], [2.814, 3.517, -2.718], [3.273, 2.270, -3.113], [2.864, 1.131, -2.436], [1.957, 1.226, -1.379], [1.734, -0.203, -0.280], [2.570, -1.585, -1.121], [1.855, -2.287, -2.095], [2.436, -3.359, -2.752], [3.731, -3.750, -2.438], [4.444, -3.067, -1.465], [3.870, -1.984, -0.811], [2.746, 0.317, 1.135], [4.032, 0.835, 0.964], [4.757, 1.275, 2.059], [4.196, 1.230, 3.330], [2.904, 0.760, 3.504], [2.180, 0.309, 2.409], [-1.172, 2.647, -0.848], [-1.417, 3.817, -1.545], [-2.533, 3.919, -2.358], [-3.407, 2.848, -2.457], [-3.172, 1.684, -1.742], [-2.053, 1.562, -0.915], [-1.897, 0.044, 0.100], [-2.326, 0.576, 1.784], [-2.445, 1.916, 2.141], [-2.714, 2.264, 3.459], [-2.880, 1.279, 4.418], [-2.783, -0.062, 4.063], [-2.501, -0.416, 2.755], [-3.250, -0.991, -0.500], [-4.503, -0.984, 0.101], [-5.522, -1.769, -0.421], [-5.293, -2.549, -1.544], [-4.041, -2.553, -2.148], [-3.021, -1.780, -1.624], [1.559, 4.587, -1.327], [3.166, 4.410, -3.218], [3.975, 2.182, -3.931], [3.266, 0.168, -2.722], [0.840, -1.996, -2.336], [1.873, -3.896, -3.504], [4.181, -4.592, -2.948], [5.451, -3.373, -1.212], [4.435, -1.469, -0.046], [4.463, 0.920, -0.026], [5.754, 1.669, 1.920], [4.761, 1.585, 4.182], [2.450, 0.763, 4.486], [1.146, -0.001, 2.536], [-0.752, 4.661, -1.425], [-2.721, 4.834, -2.905], [-4.287, 2.920, -3.081], [-3.880, 0.872, -1.819], [-2.345, 2.705, 1.407], [-2.798, 3.308, 3.727], [-3.096, 1.552, 5.443], [-2.929, -0.834, 4.807], [-2.434, -1.461, 2.477], [-4.689, -0.373, 0.976], [-6.494, -1.769, 0.053], [-6.087, -3.164, -1.946], [-3.860, -3.171, -3.017], [-2.038, -1.801, -2.082], [1.164, -2.773, 1.379], [0.381, -3.932, 1.608], [-0.984, -3.962, 1.219], [-1.589, -4.997, 1.303], [-1.486, -2.807, 0.823], [2.002, -2.992, 0.841], [1.463, -2.386, 2.272], [0.862, -4.808, 1.725]], "total_charge": 1, "multiplicity": 1, "e_above_lowest_kj_mol": 16.3}

Which gap between HOMO and LUMO belongs to each record? In order, 7.68; 10.55; 11.32; 10.35; 8.02; 8.82 eV.
Which E belongs to each record? In order, -285.047818; -382.886615; -382.937428; -4087.337999; -2309.571662; -2963.851314 Eh.
Which largest force on an atom belongs to each record? In order, 1.49; 0.53; 0.50; 2.54; 0.74; 1.45 eV/A.